No. 1
C2H2N4O | ωB97M-V/def2-TZVPD

```
9
Properties=species:S:1:pos:R:3:lowdin_charge:R:1
O -1.129 0.018 -1.787 0.122
C -0.644 -0.739 -0.833 0.051
C -0.144 -0.137 0.451 -0.376
N 0.754 -0.893 1.233 0.020
N 1.574 0.030 1.852 -0.021
N 1.031 1.327 1.563 -0.020
N 0.110 1.146 0.643 -0.026
H -1.042 0.934 -1.745 0.096
H -0.509 -1.687 -1.377 0.154
```

E_LUMO = -0.074 Eh
structure (SMILES) = OC=C1N=NN=N1
spin multiplicity = 1
maximum force = 5.05 eV/A
HOMO level = -0.3854 Ha

=====

No. 2
C5H10N2 | ωB97M-V/def2-TZVPD

```
17
Properties=species:S:1:pos:R:3:lowdin_charge:R:1
C -1.369 0.756 0.731 0.010
C -1.200 -0.214 -0.136 -0.362
N -1.012 -1.603 -0.233 0.099
C -0.899 -0.720 -1.442 -0.289
C 0.410 -0.365 -2.084 -0.048
H -1.683 0.468 1.718 0.060
H -1.236 1.803 0.490 0.076
H -0.101 -1.885 0.136 0.101
H -1.748 -0.896 -2.100 0.134
H 0.903 -1.240 -2.511 0.077
H 1.070 0.119 -1.357 0.064
H 0.224 0.357 -2.886 0.082
C 0.811 0.499 2.213 -0.194
N 1.672 0.916 1.381 0.026
H 0.351 1.209 2.902 0.067
H 0.463 -0.537 2.318 0.070
H 1.982 0.140 0.790 0.027
```

E_LUMO = 0.036 Eh
structure (SMILES) = C=C1N[C@@H]1C.C=N
spin multiplicity = 1
maximum force = 0.65 eV/A
HOMO level = -0.3206 Ha

=====

No. 3
C3H7N3O | ωB97M-V/def2-TZVPD

```
14
Properties=species:S:1:pos:R:3:lowdin_charge:R:1
C -2.432 0.499 -1.679 0.058
C -1.198 0.178 -1.186 0.053
N -0.223 -0.104 -0.617 0.317
N 1.283 -0.437 -0.368 0.244
N 1.877 -0.468 0.813 -0.231
C 1.183 -0.072 1.979 0.100
O 3.006 -0.807 0.793 0.305
H -3.183 0.614 -0.880 0.164
H -2.799 -0.288 -2.362 0.161
H -2.395 1.453 -2.233 0.160
H 1.781 -0.724 -1.218 0.225
H 1.475 0.958 2.247 0.165
H 1.527 -0.675 2.833 0.160
H 0.098 -0.126 1.880 0.119
```

charge = +2
E_LUMO = -0.406 Eh
structure (SMILES) = CC#[N+]N[N+](C)=O
spin multiplicity = 1
maximum force = 5.74 eV/A
HOMO level = -0.8063 Ha

=====

No. 4
C8H10OS | ωB97M-V/def2-TZVPD

```
20
Properties=species:S:1:pos:R:3:lowdin_charge:R:1
C -0.504 2.551 -0.858 -0.067
C 0.171 1.293 -0.372 -0.305
C 1.551 1.305 -0.074 -0.048
C 2.179 0.112 0.257 -0.100
C 1.502 -1.061 0.294 -0.064
C 0.124 -1.079 -0.014 -0.281
C -0.602 -2.396 -0.016 -0.072
C -0.532 0.119 -0.170 -0.298
S -2.430 -0.176 -0.537 0.899
O -2.856 -0.717 0.930 -0.496
H -1.268 2.637 -0.046 0.084
H 0.283 3.399 -0.756 0.102
H -0.883 2.531 -1.890 0.082
H 2.126 2.189 -0.296 0.101
H 3.303 -0.015 0.328 0.127
H 2.013 -2.002 0.316 0.108
H -0.532 -2.973 1.004 0.139
H -1.585 -2.231 -0.188 -0.040
H -0.141 -2.986 -0.713 0.053
H -2.951 -0.050 1.650 0.075
```

E_LUMO = 0.017 Eh
structure (SMILES) = Cc1cccc(C)c1SO
spin multiplicity = 1
maximum force = 4.60 eV/A
HOMO level = -0.3177 Ha

=====

No. 5
C2H4ClN2O4 | ωB97M-V/def2-TZVPD

```
13
Properties=species:S:1:pos:R:3:lowdin_charge:R:1
C -0.041 -0.576 0.480 -0.167
H 0.420 -0.811 -1.630 0.134
Cl -0.364 2.375 1.663 -0.607
C 0.084 -0.056 -0.914 -0.107
H -0.980 -0.314 0.982 0.098
H 0.854 0.739 -0.882 0.129
N 1.200 -0.598 1.307 -0.423
O 2.290 -0.548 0.743 0.033
O 1.042 -0.456 2.514 0.031
N -1.182 0.505 -1.463 -0.403
O -1.113 1.590 -2.002 0.069
O -2.213 -0.122 -1.313 0.056
H 0.003 -1.729 0.514 0.156
```

charge = -1
E_LUMO = 0.114 Eh
spin multiplicity = 1
maximum force = 4.62 eV/A
HOMO level = -0.1493 Ha

=====

No. 6
C15H34CuN5O10 | ωB97M-V/def2-TZVPD

```
65
Properties=species:S:1:pos:R:3:mulliken_spin:R:1
Cu -4.017 -0.914 -0.519 0.000
N -0.716 -0.119 -0.192 0.001
O 0.085 -1.051 -0.239 0.000
O -0.482 0.880 0.360 0.001
O -1.870 -0.315 -0.649 0.000
C 2.651 7.266 3.665 0.000
O 2.030 6.118 3.306 0.000
C 1.732 5.737 2.025 0.000
O 2.163 6.227 0.961 0.000
O 0.800 4.828 2.097 0.000
C 0.048 4.443 0.928 0.000
H 2.386 7.439 4.708 0.000
H 2.374 8.126 3.056 0.000
H 3.708 7.001 3.701 0.000
H -0.686 3.658 1.111 0.000
H 0.713 4.151 0.114 0.000
H -0.474 5.365 0.671 0.000
C 3.159 -1.123 0.273 0.000
C 3.779 -0.410 -0.957 0.000
O 4.856 0.136 -0.936 0.000
N 2.849 -0.307 -1.881 0.000
C 2.996 0.429 -3.086 0.000
H 2.323 -0.589 0.724 0.000
H 3.856 -0.930 1.088 0.000
H 2.957 -2.194 0.237 0.000
H 1.909 -0.601 -1.662 0.000
H 3.977 0.113 -3.440 0.000
H 3.105 1.510 -2.993 0.000
H 2.217 0.216 -3.819 0.000
C -0.658 1.490 -3.221 0.000
C -0.895 0.537 -4.403 0.000
O -1.065 0.880 -5.563 0.000
N -1.125 -0.773 -4.052 0.000
C -1.739 -1.654 -4.973 0.000
H -1.640 1.865 -2.931 0.000
H 0.075 2.297 -3.214 0.000
H -0.230 0.836 -2.461 0.000
H -1.242 -0.955 -3.066 0.000
H -1.756 -2.680 -4.608 0.000
H -1.519 -1.523 -6.033 0.000
H -2.813 -1.467 -4.970 0.000
C 0.611 -1.969 3.683 0.082
C 0.371 -0.541 4.192 -0.027
O 0.609 -0.234 5.388 0.874
N -0.050 0.294 3.257 0.054
C -0.274 1.717 3.495 0.006
H 1.659 -2.210 3.508 -0.006
H 0.139 -2.118 2.712 0.013
H 0.174 -2.659 4.404 -0.002
H -0.315 -0.093 2.363 0.002
H 0.529 2.091 4.130 0.004
H -1.239 1.796 3.996 0.003
H -0.343 2.199 2.520 -0.005
C -1.609 -4.499 -0.617 0.000
C -3.082 -4.153 -0.315 0.000
O -3.345 -2.957 -0.310 0.000
N -4.006 -5.054 -0.037 0.000
C -3.805 -6.442 0.123 0.000
H -1.483 -4.501 -1.699 0.000
H -1.424 -5.482 -0.182 0.000
H -0.901 -3.817 -0.146 0.000
H -4.943 -4.682 0.023 0.000
H -4.556 -7.080 -0.343 0.000
H -3.601 -6.762 1.145 0.000
H -2.942 -6.787 -0.447 0.000
```

charge = +1
E_LUMO (alpha / beta) = -0.153 / -0.308 Eh
spin multiplicity = 2
maximum force = 5.78 eV/A
HOMO level (alpha / beta) = -0.4072 / -0.4072 Ha